(1)
The following is a DFT calculation (ωB97M-V with the def2-TZVPD basis set) of B4F16Li as an isolated structure at a distorted geometry.

XYZ file:
```
21
Properties=species:S:1:pos:R:3:mulliken_charge:R:1
Li 0.738 0.416 -0.027 1.04
B -1.389 1.035 -2.520 0.31
F -0.516 1.151 -1.416 -0.40
F -1.658 -0.254 -2.724 -0.39
F -2.508 1.727 -2.164 -0.40
F -0.841 1.619 -3.624 -0.38
B 1.278 2.155 1.566 0.60
F 1.998 1.864 0.365 -0.47
F 0.664 0.997 2.051 -0.38
F 2.110 2.566 2.512 -0.34
F 0.342 3.137 1.385 -0.39
B -2.008 -1.247 1.111 0.19
F -1.387 -2.050 2.019 -0.24
F -2.621 -2.136 0.213 -0.22
F -2.778 -0.364 1.851 -0.31
F -1.019 -0.592 0.392 0.53
B 1.939 -2.014 -0.171 0.60
F 0.802 -1.908 -1.013 -0.31
F 1.963 -0.937 0.700 -0.35
F 1.871 -3.119 0.545 -0.32
F 3.020 -2.048 -1.051 -0.38
```

Summary:
M in g/mol: 354.16
Net charge: -2
Energy above the lowest of the compared OMol25 structures with the same formula, charge and spin in kcal/mol: 0.0
Maximum force in eV/A: 3.38
Multiplicity: 2
LUMO energy (spin up / spin down) in eV: 5.44 / -2.07
HOMO (spin up / spin down) in Ha: -0.214 / -0.214

(2)
The following is a DFT calculation (ωB97M-V with the def2-TZVPD basis set) of one molecule with the formula C2H3ClSi at a distorted geometry.

XYZ file:
```
7
Properties=species:S:1:pos:R:3:mulliken_charge:R:1
Cl -1.818 -1.695 0.952 -0.14
C -0.699 -0.563 0.338 -0.15
C -0.720 0.714 -0.066 -0.35
Si 0.970 0.021 -0.264 0.35
H -1.356 1.518 0.022 0.45
H 1.573 -0.748 -1.336 -0.08
H 2.049 0.753 0.354 -0.08
```

Summary:
M in g/mol: 90.58
Energy above the lowest of the compared OMol25 structures with the same formula, charge and spin in kcal/mol: 44.1
Maximum force in eV/A: 2.74
Multiplicity: 1
Structure (SMILES): ClC1=C[SiH2]1
LUMO energy in eV: 0.62
HOMO in Ha: -0.344

(3)
The following is a DFT calculation (ωB97M-V with the def2-TZVPD basis set) of a 2-piece molecular cluster, C2HN2O2 overall at a distorted geometry.

XYZ file:
```
7
Properties=species:S:1:pos:R:3:mulliken_charge:R:1
C 1.596 -0.575 0.057 0.51
C -0.970 -0.035 0.011 -0.25
N -1.202 1.417 0.457 -0.32
N -1.176 1.113 -0.758 -0.31
O 1.579 -1.731 -0.149 -0.35
O 2.050 0.479 0.286 -0.38
H -1.876 -0.667 0.096 0.10
```

Summary:
M in g/mol: 85.04
Net charge: -1
Energy above the lowest of the compared OMol25 structures with the same formula, charge and spin in kcal/mol: 78.6
Maximum force in eV/A: 2.83
Multiplicity: 1
LUMO energy in eV: 4.15
HOMO in Ha: -0.079

(4)
The following is a DFT calculation (ωB97M-V with the def2-TZVPD basis set) of an isolated ion of composition C4H11N2S and charge -1.

XYZ file:
```
18
Properties=species:S:1:pos:R:3:mulliken_charge:R:1
C -2.455 -0.355 1.216 -0.89
N -1.192 -0.779 0.709 -0.16
C -0.231 0.236 0.398 -0.82
C 0.946 -0.256 -0.422 0.20
N 0.503 -0.605 -1.775 -0.63
C 2.070 0.792 -0.404 -0.86
S 3.505 0.351 -1.427 -0.65
H -3.086 0.077 0.429 0.23
H -2.979 -1.195 1.658 0.35
H -2.377 0.406 2.012 0.29
H -0.771 -1.632 1.029 0.22
H 0.138 0.745 1.303 0.28
H -0.697 1.065 -0.157 0.28
H 1.349 -1.163 0.040 0.11
H 1.352 -0.551 -2.348 0.29
H -0.063 0.165 -2.128 0.27
H 2.340 0.960 0.643 0.27
H 1.649 1.741 -0.776 0.20
```

Summary:
M in g/mol: 119.21
Net charge: -1
Energy above the lowest of the compared OMol25 structures with the same formula, charge and spin in kcal/mol: 15.9
Maximum force in eV/A: 0.82
Multiplicity: 1
Structure (SMILES): CNC[C@@H](N)C[S-]
LUMO energy in eV: 3.47
HOMO in Ha: -0.090

(5)
The following is a DFT calculation (ωB97M-V with the def2-TZVPD basis set) of C26H25MnN2P as an isolated structure at a distorted geometry.

XYZ file:
```
55
Properties=species:S:1:pos:R:3:mulliken_charge:R:1
C 0.099 -1.169 -4.064 -0.44
C -1.232 -1.181 -3.522 -0.92
C -1.160 -1.735 -2.201 -0.35
C 0.213 -2.018 -1.905 -0.84
C 1.000 -1.650 -3.053 -0.51
Mn -0.004 0.027 -2.316 -0.01
C -0.893 1.575 -3.121 -0.48
C 0.502 1.884 -3.624 0.24
C 0.741 2.679 -4.725 -1.21
N 1.415 1.185 -2.936 0.09
H -2.006 -1.978 -1.571 0.82
H -2.144 -0.884 -4.034 0.54
H 0.597 -2.495 -1.010 0.72
H 2.073 -1.801 -3.158 0.47
H 0.373 -0.893 -5.080 0.44
H -1.642 1.382 -3.893 0.42
H 2.424 1.285 -3.066 0.15
H -1.240 2.225 -2.313 0.29
H -0.118 3.075 -5.256 0.28
H 1.753 2.818 -5.082 0.28
N -0.140 0.535 -0.652 -0.07
P -0.022 0.194 0.924 0.53
C -1.557 -0.670 1.313 0.60
C -1.729 -1.396 2.502 -0.50
C -2.924 -2.091 2.716 -0.69
C -3.939 -2.061 1.754 -0.52
C -3.791 -1.290 0.596 -0.34
C -2.628 -0.540 0.414 -0.69
C 1.496 -0.755 1.122 0.44
C 1.789 -1.479 2.291 -0.05
C 2.959 -2.242 2.359 -0.68
C 3.829 -2.294 1.265 -0.57
C 3.563 -1.537 0.117 -0.52
C 2.439 -0.714 0.080 -0.67
C 0.054 1.592 2.052 0.47
C 1.140 1.762 2.927 -0.22
C 1.106 2.768 3.893 -0.73
C 0.011 3.634 3.965 -0.39
C -1.065 3.479 3.080 -0.73
C -1.047 2.464 2.123 -0.42
H -0.939 -1.411 3.249 0.24
H -3.059 -2.661 3.637 0.41
H -4.857 -2.631 1.906 0.38
H -4.571 -1.260 -0.170 0.43
H -2.553 0.128 -0.445 0.43
H 1.117 -1.434 3.143 0.25
H 3.189 -2.794 3.272 0.39
H 4.726 -2.918 1.307 0.36
H 4.225 -1.579 -0.752 0.41
H 2.280 -0.049 -0.773 0.61
H 2.003 1.101 2.858 0.37
H 1.944 2.880 4.583 0.38
H 0.002 4.440 4.702 0.36
H -1.918 4.157 3.136 0.37
H -1.886 2.339 1.437 0.40
```

Summary:
M in g/mol: 451.41
Maximum force in eV/A: 4.83
Multiplicity: 4
LUMO energy (spin up / spin down) in eV: 0.37 / 0.34
HOMO (spin up / spin down) in Ha: -0.231 / -0.228

(6)
The following is a DFT calculation (ωB97M-V with the def2-TZVPD basis set) of C34H24CoIO2S2Sb as an isolated structure at a distorted geometry.

XYZ file:
```
65
Properties=species:S:1:pos:R:3:mulliken_charge:R:1
Co -2.915 2.731 0.931 -0.57
O 0.449 -0.562 -0.755 -0.58
C -0.203 0.538 -1.080 0.08
O -1.131 0.532 -1.895 -0.71
C 0.426 1.795 -0.605 0.26
C 1.726 1.768 -0.096 -0.29
C 2.379 2.937 0.209 -0.65
C 1.736 4.175 0.116 -0.30
C 0.470 4.255 -0.385 -0.88
C -0.278 3.106 -0.591 0.66
S -1.957 3.390 -0.946 -0.37
H 2.301 0.824 -0.064 0.17
H 3.420 2.869 0.607 0.31
H 2.228 5.131 0.343 0.34
H 0.010 5.191 -0.441 0.50
C -1.940 2.582 2.544 -0.96
C -1.095 3.045 3.331 0.69
C 0.136 3.294 4.005 -0.01
C 0.279 3.810 5.312 -0.45
C 1.518 3.741 5.975 -0.57
C 2.587 3.281 5.279 -0.39
C 2.476 2.733 3.987 -0.40
C 1.272 2.706 3.361 0.06
H -0.550 4.356 5.731 0.39
H 1.602 3.947 7.032 0.37
H 3.507 3.314 5.823 0.34
H 3.364 2.364 3.492 0.37
H 1.059 2.153 2.454 0.43
C 2.305 -5.206 0.997 -0.15
C 2.255 -3.887 1.333 -0.70
C 1.341 -3.049 0.703 -0.04
C 0.490 -3.552 -0.356 -0.08
C 0.781 -4.822 -0.826 -0.42
C 1.596 -5.656 -0.094 -0.43
Sb -0.600 -2.162 -1.651 0.96
C -3.851 -0.099 -0.047 1.49
C -3.963 0.005 -1.443 -0.21
C -4.389 -1.097 -2.173 -0.62
C -4.705 -2.293 -1.492 -0.50
C -4.544 -2.411 -0.149 -0.54
C -4.087 -1.312 0.614 -0.50
C 0.893 -2.018 -3.219 0.45
C 0.601 -2.838 -4.311 -0.84
C 1.444 -2.761 -5.406 -0.32
C 2.426 -1.735 -5.601 -0.43
C 2.675 -0.862 -4.520 -0.65
C 1.879 -1.071 -3.323 0.23
H 2.972 -5.927 1.561 0.25
H 2.883 -3.458 2.137 0.29
H 1.394 -2.037 0.980 0.45
H 0.245 -5.115 -1.722 0.13
H 1.549 -6.760 -0.283 0.22
H -3.685 0.975 -1.882 0.18
H -4.659 -0.943 -3.210 0.36
H -5.114 -3.145 -1.979 0.37
H -4.852 -3.311 0.412 0.30
H -3.948 -1.394 1.698 0.31
H -0.331 -3.474 -4.212 0.08
H 1.285 -3.540 -6.265 0.17
H 2.985 -1.633 -6.507 0.39
H 3.394 -0.069 -4.540 0.42
H 2.165 -0.369 -2.492 0.11
S -3.766 1.337 2.246 -0.42
C -3.463 1.029 0.642 0.31
I -4.476 4.654 0.706 -0.43
```

Summary:
M in g/mol: 836.30
Net charge: -2
Energy above the lowest of the compared OMol25 structures with the same formula, charge and spin in kcal/mol: 98.7
Maximum force in eV/A: 3.99
Multiplicity: 6
LUMO energy (spin up / spin down) in eV: 4.23 / 3.76
HOMO (spin up / spin down) in Ha: 0.044 / -0.093